Entry 1:
Formula: C6H9N4
Source: the OMol25 dataset
Level of theory: ωB97M-V with the def2-TZVPD basis set

Frontier orbital gap ... 0.2708 hartree
Net charge ... +1

```
19
Properties=species:S:1:pos:R:3:forces:R:3
N -0.156612 2.775322 2.196970 0.74 -0.87 1.56
C -0.446609 1.982736 1.179666 -0.94 2.28 0.19
N 0.268994 0.928515 0.876303 -1.59 2.23 0.31
C -0.164754 0.195386 -0.223066 3.55 -5.76 -1.40
N -1.324509 0.333760 -0.746602 1.91 0.13 1.85
C -1.690454 -0.625355 -1.616927 -1.79 0.60 -2.15
C -0.864969 -1.605821 -2.082093 0.49 -0.98 0.63
C 0.412182 -1.953124 -1.519400 -1.78 3.40 0.97
C 0.972071 -1.192736 -0.561837 -5.32 5.63 1.06
N 2.078029 -1.245679 0.187001 1.09 -1.70 -0.60
H -0.789480 3.409607 2.641816 -0.82 0.55 -0.79
H 0.471137 2.478810 2.947947 0.26 -0.18 -0.69
H -1.303696 2.372053 0.544585 1.25 -1.20 0.51
H 0.957733 0.673971 1.562414 0.36 -0.57 -0.37
H -2.723285 -0.344231 -1.957628 1.17 -1.24 -0.29
H -1.094276 -2.364905 -2.819662 -0.97 0.50 -0.15
H 0.841314 -2.781578 -1.873898 1.82 -3.14 -1.27
H 2.360716 -2.218497 0.184387 0.82 0.13 0.40
H 2.196467 -0.818233 1.080024 -0.23 0.18 0.23
```
Forces are in eV/Å.

=====

Entry 2:
Formula: C15H28IN2O9P2
Source: the OMol25 dataset
Level of theory: ωB97M-V with the def2-TZVPD basis set

Frontier orbital gap ... 0.2476 hartree
Net charge ... +1

```
57
Properties=species:S:1:pos:R:3:forces:R:3
C -4.809377 -0.031766 4.769097 0.08 -0.14 -0.60
C -4.905210 -0.419825 3.278334 1.22 0.37 1.19
O -4.590206 -1.824580 3.183256 -0.39 0.19 -0.70
C -4.871494 -2.389660 1.952667 -1.33 -0.82 0.70
O -3.680368 -2.649028 1.182309 0.53 0.42 0.43
C -3.079358 -1.547174 0.713565 -0.34 -0.61 -0.19
O -3.662789 -0.578445 0.332512 0.13 0.64 -0.20
C -1.585758 -1.674740 0.662334 0.39 -0.63 0.01
C -0.985227 -2.756366 1.292506 0.20 0.38 -0.38
C 0.390441 -2.913005 1.216950 0.36 -1.10 0.35
C 1.082157 -4.064443 1.890690 0.20 0.21 -0.12
C 1.308745 -3.765144 3.395426 -0.61 -0.24 0.25
O 0.127082 -4.104453 4.115852 -0.19 0.42 -0.10
C 1.569067 -2.299367 3.730561 0.65 0.00 0.52
N 2.767012 -1.762969 3.037576 -0.64 0.28 -0.03
N 1.132722 -2.034164 0.535535 -0.62 0.41 -0.22
C 0.573456 -0.968040 -0.066755 -0.03 0.32 -0.26
C -0.783322 -0.751205 -0.034346 -0.19 0.70 0.60
P -1.492760 0.716404 -0.943212 -0.79 -0.23 -1.03
O -0.123554 1.375578 -1.578311 -0.20 -0.10 1.05
I -2.193827 2.260349 0.825052 0.52 -0.13 0.01
H -4.127552 0.811447 4.885541 -0.26 0.13 0.06
H -5.794733 0.214540 5.157293 0.14 -0.05 0.28
H -4.354501 -0.857268 5.317144 -0.26 -0.03 0.07
H -4.099966 0.120423 2.774934 -0.41 0.12 -0.41
H -5.887045 -0.169398 2.877813 0.08 -0.25 -0.27
H -5.627712 -1.836862 1.391731 0.44 0.30 -0.21
H -5.301387 -3.372220 2.150170 0.38 -0.13 -0.21
H -1.556288 -3.502070 1.823854 -0.10 0.12 0.01
H 0.430724 -4.935084 1.784293 0.09 -0.02 0.12
H 2.005527 -4.331645 1.371843 0.07 0.25 0.11
H 2.128896 -4.357471 3.811844 0.17 -0.03 -0.49
H -0.245624 -4.925764 3.783098 0.15 -0.15 0.17
H 1.779841 -2.274567 4.801862 -0.25 -0.06 -0.01
H 0.677194 -1.679160 3.598090 -0.03 -0.19 -0.20
H 2.465561 -0.976457 2.471705 0.13 0.02 -0.03
H 3.343149 -1.318973 3.743020 0.31 -0.21 -0.12
H 2.140399 -2.153903 0.490048 -0.01 -0.13 0.14
H 1.218629 -0.277712 -0.595723 0.16 -0.22 0.03
H 0.372605 1.880800 -0.915500 0.12 0.16 -0.23
C 2.273991 2.752314 -2.974790 0.23 -0.02 0.70
O 2.993782 2.718557 -4.193375 2.00 -0.20 -1.42
P 3.192589 4.058116 -5.132629 -5.33 3.05 -0.06
O 2.733255 5.171110 -4.254969 0.73 -0.59 0.24
O 2.136350 3.576246 -6.241013 0.44 0.21 -0.49
C 0.764881 3.453267 -5.898732 -0.13 -0.24 0.16
O 4.033228 4.858282 -6.296518 1.75 -2.65 1.15
C 5.402115 5.200682 -5.991904 0.09 0.31 0.07
H 2.967735 2.621387 -2.139092 -0.02 0.11 0.01
H 1.696786 3.661525 -2.827047 0.20 0.18 -0.20
H 1.586763 1.908335 -2.990758 0.13 -0.07 -0.25
H 0.464815 4.218968 -5.181553 0.06 0.00 0.03
H 0.560572 2.458007 -5.498322 -0.01 0.01 0.07
H 0.186974 3.584008 -6.810610 0.09 0.00 -0.04
H 5.954692 4.334542 -5.629644 0.06 0.01 -0.05
H 5.428757 5.995370 -5.245522 -0.04 -0.03 0.01
H 5.867564 5.552670 -6.908179 -0.12 -0.03 -0.05
```
Forces are in eV/Å.

=====

Entry 3:
Formula: C2H5NO2
Source: the OMol25 dataset
Level of theory: ωB97M-V with the def2-TZVPD basis set

Frontier orbital gap ... 0.1640 hartree

```
10
Properties=species:S:1:pos:R:3:forces:R:3
O -1.250160 -1.280285 1.160718 1.11 1.42 0.53
C -0.151688 1.289412 0.713922 -2.14 -1.43 4.74
O 1.817725 -0.126502 -2.022832 -0.55 0.87 0.00
C -0.151375 0.944089 -0.566616 2.29 -1.65 -3.30
N -0.479795 0.991810 1.839503 1.71 3.00 -2.88
H -1.574721 -2.057450 1.635288 0.20 0.22 0.19
H 0.685591 0.963294 -1.274961 0.18 0.79 0.17
H -0.765242 0.105974 -0.875830 -1.20 0.43 0.23
H -0.533590 -0.102339 1.890856 -1.53 -3.29 -0.07
H 2.403251 -0.728003 -2.500052 -0.06 -0.36 0.39
```
Forces are in eV/Å.

=====

Entry 4:
Formula: C19H25N3O2S
Source: the OMol25 dataset
Level of theory: ωB97M-V with the def2-TZVPD basis set

Frontier orbital gap ... 0.3365 hartree

```
50
Properties=species:S:1:pos:R:3:forces:R:3
C 1.333069 1.989676 -3.301254 -0.14 -0.06 0.06
H 2.295006 1.778777 -2.839152 0.11 -0.02 0.04
H 1.062725 3.019377 -3.085638 0.01 0.06 -0.03
H 1.424604 1.862928 -4.376291 0.01 -0.05 -0.14
C 0.258206 1.049663 -2.742459 0.05 0.06 -0.74
N 0.127906 1.355923 -1.316652 0.06 -0.16 0.61
C 0.434533 0.676605 -0.173231 -0.14 0.39 0.48
C 0.193662 1.541623 0.878181 0.04 0.04 -0.43
C -0.246306 2.724598 0.270166 0.34 -0.96 -0.25
N -0.286707 2.603732 -1.039492 -0.29 0.68 -0.01
C -0.586898 3.853289 1.157304 -0.15 -0.11 0.36
H -0.022191 4.758268 0.941463 0.05 0.05 0.22
H -1.653221 4.077032 1.164389 -0.04 0.06 0.01
S -0.105893 3.293376 2.886974 -0.81 -0.65 -0.83
O 1.169599 3.941498 3.180714 1.09 0.59 0.36
C 0.290642 1.537880 2.350035 -0.29 0.24 0.13
H 1.289594 1.290712 2.708382 -0.05 0.19 0.16
H -0.442907 0.886746 2.828554 0.02 -0.04 0.10
N 0.846993 -0.651048 -0.128850 -0.16 0.05 -0.41
C 1.705050 -1.158668 0.804089 0.16 -0.46 -0.35
O 2.323905 -0.475886 1.585892 0.10 0.13 0.29
C 1.795136 -2.673000 0.757395 0.07 0.00 0.29
H 1.549608 -3.045025 -0.238988 0.03 0.00 -0.01
H 2.820641 -2.955998 0.998073 -0.02 0.08 -0.10
C 0.858204 -3.297167 1.799909 -0.07 0.10 -0.10
H 0.964401 -4.382339 1.753661 0.03 0.00 0.06
H 1.177336 -2.974762 2.792500 0.03 -0.09 0.02
C -0.613546 -2.905597 1.616865 0.10 -0.16 0.15
C -1.152691 -3.143385 0.232156 -0.11 0.07 0.02
C -0.948614 -4.349807 -0.428663 -0.01 0.05 0.02
C -1.438730 -4.549120 -1.707146 0.00 -0.08 -0.05
C -2.152377 -3.548805 -2.345661 -0.04 0.01 -0.08
C -2.380154 -2.350307 -1.691520 -0.08 0.02 -0.07
C -1.881517 -2.149989 -0.415120 -0.08 -0.08 0.02
H -2.067921 -1.211056 0.088879 0.02 0.10 0.07
H -2.950985 -1.569805 -2.173858 -0.04 0.07 -0.04
H -2.534828 -3.704766 -3.343079 -0.03 -0.02 -0.09
H -1.266735 -5.491372 -2.206045 0.02 -0.08 -0.04
H -0.405079 -5.143959 0.060873 0.10 -0.09 0.06
H -1.209050 -3.484520 2.329577 -0.01 0.11 0.04
H -0.738758 -1.850837 1.871932 -0.08 -0.01 0.02
H 0.356724 -1.302344 -0.724047 0.11 0.01 0.15
C 0.653380 -0.397749 -3.023343 0.02 0.19 0.15
H 1.595991 -0.651991 -2.545740 0.07 -0.07 -0.01
H 0.783363 -0.510275 -4.097398 -0.03 0.03 -0.07
H -0.124929 -1.093668 -2.714293 -0.05 -0.12 0.03
C -1.095476 1.347781 -3.394616 0.17 0.04 0.07
H -1.860057 0.682808 -2.999114 -0.10 -0.09 0.05
H -1.383002 2.372954 -3.182029 -0.05 0.04 -0.05
H -1.032039 1.208404 -4.469907 0.03 -0.05 -0.14
```
Forces are in eV/Å.

=====

Entry 5:
Formula: C3H8O2S
Source: the OMol25 dataset
Level of theory: ωB97M-V with the def2-TZVPD basis set

Frontier orbital gap ... 0.2752 hartree

```
14
Properties=species:S:1:pos:R:3:forces:R:3
C -1.199276 -0.990458 -0.456846 -0.30 0.20 0.06
C 1.345456 -0.076094 1.029008 -1.66 0.60 -1.18
C -0.903517 0.446118 -0.160098 2.31 -0.19 1.40
O -0.340873 1.256851 -1.042604 -1.09 -0.18 0.30
O -1.662693 1.004872 0.799784 -0.13 -0.15 -0.69
S 2.320663 0.449732 -0.346762 0.45 0.02 -0.04
H -0.515600 -1.364779 -1.211902 0.09 0.04 0.01
H -1.114933 -1.584932 0.449160 -0.01 0.08 -0.04
H -2.221887 -1.095110 -0.829582 -0.08 0.06 -0.14
H 1.518279 -1.103074 1.301422 0.03 -0.25 0.14
H 1.452764 0.634848 1.834859 0.06 0.06 0.20
H 0.672448 1.114838 -1.093580 0.10 -0.17 0.13
H -1.520938 1.961867 0.817496 0.17 -0.10 -0.11
H 2.170103 -0.654682 -1.090356 0.07 -0.02 -0.06
```
Forces are in eV/Å.

=====

Entry 6:
Formula: C14H24ClI2OOsP2
Source: the OMol25 dataset
Level of theory: ωB97M-V with the def2-TZVPD basis set

Frontier orbital gap (alpha / beta) ... 0.3092 / 0.1900 hartree
Multiplicity ... 5
Expectation value of S² ... 6.043
Net charge ... +3

```
45
Properties=species:S:1:pos:R:3:forces:R:3
I -0.297886 -2.437769 -0.818268 0.03 0.90 -0.31
I -0.431625 2.096610 -2.985922 0.03 -0.54 -0.07
Os -0.499772 0.329897 -0.612855 0.08 -2.17 -0.16
P -2.707860 -0.007072 -1.305853 -2.55 -0.15 -1.08
C -3.690184 1.525845 -1.289477 0.22 0.00 0.13
C -2.822590 -0.637555 -3.014498 0.27 0.03 0.16
H -3.870576 -0.874164 -3.240327 0.22 0.12 0.04
H -4.774062 -1.154467 -0.755083 0.34 0.10 0.00
H -2.214666 -1.545275 -3.108633 -0.19 0.18 -0.10
H -3.342154 -2.205269 -0.473618 -0.21 0.24 0.02
H -3.318548 2.211980 -2.060161 -0.19 -0.07 0.13
H -2.445058 0.117183 -3.715044 -0.18 -0.23 0.00
C -3.744855 -1.190384 -0.368601 0.56 -0.05 0.39
H -4.746882 1.292298 -1.467242 0.22 0.07 -0.03
H -3.748332 -0.913127 0.691825 -0.16 -0.09 -0.16
H -3.590318 2.015157 -0.313476 -0.15 -0.04 -0.16
P 1.806939 0.304192 -1.032277 2.38 0.19 -0.60
C 2.495286 1.968682 -0.805893 0.04 -0.04 0.09
C 2.880339 -0.767551 -0.007792 -0.48 -0.14 0.34
H 1.709787 -1.128696 -2.978216 0.18 0.18 -0.05
H 3.355122 -0.488354 -2.708163 -0.29 0.18 -0.04
H 2.079981 0.558691 -3.437378 0.16 -0.26 0.08
C 2.285593 -0.234773 -2.709949 -0.30 -0.01 0.02
H 2.461632 -1.781515 0.004766 0.29 0.21 0.02
H 3.886276 -0.790643 -0.455930 -0.35 0.13 0.14
H 3.590446 1.912856 -0.767854 -0.20 0.13 -0.11
H 2.122395 2.393072 0.134924 0.18 -0.03 -0.24
H 2.932255 -0.384637 1.019081 0.10 -0.10 -0.27
H 2.174980 2.613524 -1.635129 0.19 -0.03 0.17
C -0.759696 2.101958 -0.083101 -0.89 5.65 1.38
O -0.970339 3.209705 0.230313 0.71 -4.10 -0.99
Cl 0.880657 2.286732 2.619422 0.02 -0.91 0.12
C 1.183576 0.606868 2.846186 1.09 1.50 0.96
C 2.280860 0.261490 3.632444 0.28 -0.14 0.12
C 2.582051 -1.083975 3.857088 0.70 1.80 0.44
C 1.760422 -2.069484 3.315395 -1.40 -1.14 -0.93
C 0.638411 -1.719959 2.576530 0.24 -0.50 0.04
C 0.332466 -0.382934 2.290268 -1.27 -0.91 -0.97
C -0.855807 -0.045827 1.443831 -0.02 -0.06 1.34
H 2.886879 1.061671 4.052072 -0.05 -0.24 -0.01
H 3.449796 -1.356260 4.456292 -0.17 0.08 -0.08
H 2.001297 -3.122402 3.461335 -0.12 0.23 0.09
H -0.027741 -2.496933 2.195707 0.23 0.17 0.16
H -1.556149 -0.890031 1.463614 0.19 0.16 0.08
H -1.362346 0.840632 1.859635 0.21 -0.30 -0.09
```
Forces are in eV/Å.

=====

Which formula does entry 3 have?
C2H5NO2